216
Properties=species:S:1:pos:R:3:forces:R:3 method="wB97M-V/def2-TZVPD" orbital_gap_ev="1.5 / 8.7" multiplicity=2 charge=-1 total_energy_ev=-106961.376 e_homo_ev="0.384 / -6.741"
H 2.209653 5.054139 4.199545 -0.2095 0.0144 -0.0255
O -1.745927 -3.753271 -2.226765 -1.1392 -0.5331 -1.4441
H -1.728487 -7.809351 -3.151515 0.6543 0.7630 -0.3254
C -4.049027 -3.229961 -1.533405 0.8035 -0.5565 0.3301
H -5.550367 2.670119 0.588925 -0.4730 0.0910 -0.1567
H -0.130697 1.372789 6.097455 -0.1748 -0.5974 0.8144
C -6.324547 -5.668831 0.136715 1.4109 -0.4878 -1.8180
H -2.848117 -2.893071 1.653505 -0.4944 0.0012 0.1112
H 9.344863 2.827569 1.917145 -0.1156 0.2804 -0.6001
H 1.963623 2.587769 4.046045 -0.3444 0.1380 0.1291
C -8.680627 -5.452881 -0.265625 -0.4159 -0.0308 0.7690
C -0.771097 -3.682191 -3.303625 -1.4010 0.4234 0.4750
C 0.437433 5.757349 -1.513085 -1.5304 -0.5181 -0.4725
H 5.107973 -0.485041 1.062875 0.4785 -0.1198 0.5343
O -3.355327 4.062719 -2.577075 -0.7962 1.6552 -0.8261
H 2.640063 0.469279 -0.364005 0.2144 0.4853 0.1315
O 2.300863 -3.912421 0.528825 -0.7221 0.8071 -1.7305
H -8.796907 -4.441291 0.123315 0.1372 0.2985 -0.0891
H -3.612437 -2.909471 -0.587475 0.5082 1.1776 -0.3992
O -7.405357 -5.718461 -0.780935 -0.5894 -0.1009 -0.0238
H -3.013757 -5.071191 0.538655 -0.0944 0.1602 -0.3513
N -4.080927 2.307519 3.686565 1.2815 -0.2736 0.0737
C 1.869503 2.625249 2.960765 -0.6842 0.2302 0.2740
H -0.459367 -10.162811 4.604965 -0.4783 0.2898 0.1252
H 6.193803 4.250239 5.381525 0.2310 0.4684 -0.2870
H -3.578027 5.013429 -0.736685 -0.3160 -0.6054 -0.0442
H -4.722547 1.551889 3.880095 -0.5776 0.1659 0.2497
H -0.138827 1.382049 -0.673525 -0.0767 0.3646 -0.0585
H -0.395767 0.105589 1.492945 0.3234 0.0023 0.3100
H -4.936717 -4.958691 -1.911505 -0.2082 -0.3847 -0.1877
H -2.957367 0.744489 2.846715 0.2056 -0.0992 -0.8194
H -3.820937 3.625139 2.064235 -0.1020 0.0505 -0.1197
H 6.639533 5.196389 -2.203645 0.5426 0.2846 -0.0100
H 5.656543 1.659799 -2.588385 0.3050 -0.1552 0.9502
H 8.080793 2.426839 8.065535 0.1855 -0.1829 -0.6391
C -2.800027 1.555929 3.557285 -0.7791 -1.5915 -0.2934
H -8.929087 -6.122721 0.557575 0.1892 -0.2274 0.3522
C -5.447447 -4.442301 -0.064465 -1.8165 0.1866 1.5299
H -1.935147 2.104639 3.184445 -0.1660 0.4579 0.3148
C -3.071377 -3.339831 -2.724805 -0.0999 0.7364 2.2462
H 2.704603 -3.213281 -1.417625 0.0812 0.3857 -0.0486
C -2.513487 0.696259 4.816065 0.0418 2.9093 0.9201
H -2.799147 3.706839 -4.589955 -0.0806 -0.6359 0.5813
O -2.267437 1.571599 5.954765 0.9659 -0.2810 0.4224
H 3.189403 -0.242381 -3.762645 0.1074 0.2029 -0.0285
H -8.128437 2.118069 -7.684895 -0.0558 -0.4347 0.1491
H 9.074113 1.549639 2.917705 -0.6294 -0.8630 0.2254
H 5.407913 2.762159 5.608495 -0.0058 -0.5979 0.2833
N -5.054197 4.649789 -5.428745 1.3261 0.6315 -0.2567
C 2.757433 5.926259 -2.318825 0.7596 0.2920 -0.9747
H 4.916553 3.573339 -3.309865 -0.1791 0.7265 -0.2230
O 2.128513 4.032519 1.120025 0.5043 0.6244 -2.0891
H -0.981837 -5.030081 2.719675 -0.7003 -0.5616 0.6616
O 7.473993 2.796329 6.041835 0.6328 -0.9630 0.9899
H -6.534807 2.092089 -5.339785 0.4112 0.2066 -0.9322
C 3.859013 -0.923601 -4.287695 0.7469 0.2227 -1.0389
H -2.986547 -3.500561 3.305725 0.2737 0.2887 0.4395
C -1.153767 -0.642991 -0.246295 0.0995 0.0061 0.0130
N -4.476787 -4.530601 -1.120735 -0.4983 -1.7352 0.1660
C 0.030213 2.730379 -3.245275 0.1287 -0.2743 -0.7694
H -0.762767 -4.330541 1.319585 -0.2011 0.8098 -0.7966
H -5.080277 -4.310561 0.953345 1.1340 0.4080 -0.1822
H 3.880373 -0.730531 -5.360245 -0.4465 0.4199 -0.2272
H 0.109883 -3.230701 3.718355 -0.0566 -0.1009 0.1309
H -0.648127 2.613579 5.140235 -0.3189 0.4585 -0.3823
C -7.434937 2.934409 -7.483005 0.2837 -0.9748 -1.8833
H 8.283673 1.463689 0.423195 0.3940 -1.0710 -0.0009
H -7.581317 -0.379041 1.032225 0.3972 0.0454 1.1782
C 6.139053 0.028199 -4.487255 -1.9181 0.1247 -2.8239
H 2.827533 2.263189 2.587685 -0.0173 0.0271 -0.2564
C 0.060963 -0.174681 0.543765 -0.6004 0.7622 -0.0209
H -1.215547 -6.415921 -1.991725 0.8722 -0.5125 0.0089
C -3.003227 4.522139 -3.895895 -0.0742 0.3319 -1.3519
H 2.451313 5.803819 -3.357765 0.0044 0.2089 -0.1582
H 4.729613 5.023869 0.703955 0.1127 -0.5452 0.1634
C -3.064597 0.268919 -1.209155 0.0968 0.4703 1.2533
C 7.621803 1.727769 1.247995 0.6795 -0.0842 -0.3182
H -6.521557 4.777509 -3.887535 -0.1603 0.4173 0.0456
H -7.371117 0.918559 0.008355 0.0553 1.1542 0.3370
C 6.359683 3.177949 5.277795 -0.1306 0.6754 -0.8524
O 1.164593 1.870799 -3.166595 0.4666 -0.0109 1.6373
C 2.030313 2.027599 -1.962385 -1.0215 -2.1989 -0.9505
H 1.879613 5.979589 2.709115 0.7737 0.7085 0.3193
H -0.981367 -6.495671 0.106675 -0.0212 0.3163 -0.4370
N 0.615663 1.079949 -0.073875 0.9884 -0.8329 0.6667
H -2.768627 -6.539821 -2.497445 -0.7951 -0.2555 0.0000
C -1.925407 -7.193411 -2.274055 -0.5395 0.3251 -1.0228
H -3.048857 -2.343741 -3.166845 0.4397 0.0823 -0.3684
H 8.503553 3.501249 3.909655 -0.1781 0.2039 0.3663
N -2.553317 -5.549791 1.299595 1.0676 -0.2319 0.4065
H 3.028513 1.890579 -2.378215 0.1920 0.2530 0.1920
C 5.999533 3.509379 -3.204265 0.4815 -1.4807 -0.4226
H -6.170677 -3.634171 -0.173875 0.0238 0.6488 -0.3730
H -2.891207 -0.004711 -2.249905 0.1767 -0.2230 0.0277
H 6.523213 4.023859 -4.009975 -0.1875 -0.3238 -0.4017
H 7.206463 -0.146561 -4.352395 -0.3286 -0.4577 1.1608
H 4.792343 1.780729 -4.437005 -0.5466 -0.4444 -0.9676
H 1.197093 -5.858571 4.084655 0.2950 0.0120 0.8679
C 1.770463 0.789949 -0.937635 -1.1681 1.5203 -1.1714
H 1.451143 7.526379 -1.950475 0.1457 0.3417 0.0654
H -3.750717 1.115299 -1.177785 0.3766 0.2727 -0.1507
C -5.970887 4.066799 -4.503765 -1.4524 -1.9469 -0.5353
H -5.393897 3.618079 2.929995 -0.2016 0.1896 -0.6244
H 1.053643 1.981449 2.632125 0.2499 -0.4240 0.0562
H 0.317093 3.672589 -3.712215 0.1020 0.3601 0.3383
C 8.504643 2.296139 2.364045 0.2176 0.3041 -0.9817
H 6.701063 1.615009 3.991415 0.0776 -0.2349 -0.3743
C 1.533923 -6.783351 3.616225 0.2225 1.8056 -0.7905
H -7.528807 3.567719 -8.365165 -0.0845 0.5664 0.1621
H -5.563037 5.294149 -6.016945 -0.0587 -0.0049 -0.2478
C -1.866597 -6.774561 0.678245 0.3847 1.4293 1.3877
C 2.242233 -5.305041 0.178705 1.0302 0.7759 1.5636
H -4.467377 6.128039 -4.059815 -0.0620 0.3312 0.2415
H -2.833947 5.975449 -1.890855 0.3650 0.0837 -0.4890
H 7.294683 3.711319 -1.474995 0.1433 -0.2261 -0.1246
H -6.514217 -5.845121 1.195505 -0.6658 -0.0016 -0.1305
C 5.562053 5.121399 0.007085 -1.1011 -0.3277 -0.2374
H -1.181767 -4.000671 -4.261755 -0.3366 -0.0224 -0.0472
H 2.427693 5.855729 -0.007345 0.0560 -0.3065 0.9216
H 1.272663 -5.609391 -0.215525 -0.1724 0.0099 0.0791
C -1.609517 -4.546681 1.971055 0.6673 -1.5322 -0.5242
H -0.348227 6.301639 -0.989085 -0.0225 -0.1204 0.2357
H 2.008023 3.178409 0.698615 -0.3912 -0.3071 -0.0562
H -0.444667 -7.439961 3.531185 -0.1974 0.0155 0.1089
H -6.102247 -0.147831 0.132165 0.5644 -0.2084 0.4235
C 1.571703 4.037459 2.393505 1.0207 -2.7182 0.9547
H 3.400253 4.991789 2.895115 -0.0906 0.1019 -0.1244
O -1.374467 -2.153981 2.718185 -0.6000 -1.1997 0.0837
H 0.058293 5.570319 -2.517755 0.0323 -0.2046 -0.0682
H 2.157773 -1.977421 -0.143595 0.5806 -0.1937 -0.3846
C 2.625403 -6.027501 1.513255 -1.7195 -0.0672 -1.4378
H -0.904857 2.862769 6.835885 -0.0758 -0.4531 0.2315
H -5.442307 3.408279 -3.814515 0.1717 0.0801 0.1121
O -6.195297 1.132769 1.874535 -0.3466 -0.4244 -1.5686
C 2.336623 5.078099 3.117235 -0.7010 1.1274 0.3954
H -2.059677 5.060369 -3.805755 0.1348 0.3040 0.0855
H -3.424127 6.057579 -5.424105 0.1285 -0.4587 -0.2738
C -4.608937 3.003479 2.489305 -0.1797 -2.0900 0.4209
C -0.167907 -10.039101 3.561965 -0.1623 -1.1234 -0.3681
H 6.341893 2.580339 7.755525 -0.0855 0.0108 0.2135
H -1.659477 0.025559 4.721635 -0.2116 -0.2064 -0.3847
H 3.201113 -5.304141 2.090665 -0.0684 -0.2260 0.1411
H -4.357267 1.492079 0.875285 0.1748 -0.4301 0.4106
H -3.552617 -0.503851 -0.615205 -0.2849 -0.4285 -0.4971
C -2.776717 -7.695471 -0.143465 0.2059 0.7950 -0.0720
C -3.989727 5.423839 -4.741045 -0.6145 -0.7000 1.3656
C -0.517307 -2.343751 3.808125 0.0477 0.6893 0.6954
H -0.659917 2.289389 -3.964545 -0.0104 -0.3204 0.0942
C -0.940497 2.101259 6.056835 -0.6218 0.1705 -1.3533
H -1.419857 -7.317051 1.511455 -0.1978 -0.1910 0.1821
H 6.509733 4.939979 0.514135 0.0744 -0.0237 -0.0421
C -2.283347 -3.274571 2.504135 0.3908 0.3433 -1.8469
H 0.496373 -7.972711 4.983115 -0.4943 0.5501 0.3632
H -3.005247 -8.569641 0.466225 -0.4706 0.0817 -0.2637
N 6.332233 2.071629 -3.216035 0.3216 1.0383 0.3876
H 2.526863 -7.036331 3.987955 0.1961 -0.2048 -0.2363
C -3.630147 5.236309 -1.802385 0.8269 0.0021 1.0618
H 1.058383 -7.310361 1.780615 0.0886 -0.0426 -0.5213
H -5.660277 -6.440171 -0.252995 -0.1022 -0.7299 0.5573
H 0.494553 4.187749 2.321045 -0.1034 0.3033 0.3289
H 3.230353 -6.874101 1.188575 0.3451 -0.2441 0.5214
H 7.062823 2.473949 0.683315 -0.6726 0.6455 0.7865
O -7.736977 3.581589 -6.322155 0.6994 0.5251 2.3369
C 6.614333 2.690449 3.836455 0.6129 0.2308 0.7069
H 3.113053 4.940959 -2.017475 -0.0987 0.0795 0.5389
H -1.762287 -1.366071 0.296805 -0.0908 0.1963 0.7001
H -1.006027 -1.209891 -1.165475 0.6319 0.3822 -0.6288
C -7.004217 3.063489 -5.184465 0.3743 0.7852 1.0347
C 5.700933 0.380719 0.768005 0.6167 0.3532 0.8058
H -0.586817 -2.609421 -3.361095 0.9607 -0.0632 -0.4213
C 0.522113 -7.768371 3.912755 -1.1637 -3.1054 1.4750
O 2.035353 6.705959 -0.218965 1.4396 0.8961 2.3194
H 3.030843 -5.551871 -0.532115 0.0132 0.1767 -0.4539
H 6.009483 -0.220561 -5.540555 0.1115 -0.0827 -0.5858
H 0.993773 -3.002101 -0.911185 -0.1389 -0.3509 -0.1114
H -4.545817 5.801619 -1.975805 -0.3436 -0.5968 -0.3959
C 2.035913 -2.962401 -0.594215 0.0120 -1.4700 1.8066
H 5.003873 1.218629 0.778845 0.0849 0.3094 -0.2584
O 5.211083 -0.881431 -3.852325 1.1962 0.3326 1.6632
H 0.114593 -1.468301 3.957725 0.3467 0.0969 -0.7822
H 0.234083 -11.007461 3.263995 0.3653 -0.0540 0.0590
C 6.426673 4.154859 -1.962785 -0.5918 1.7930 1.0633
O 5.319503 4.216459 -1.085655 0.1465 0.0805 1.3610
H -6.416407 2.547709 -7.517285 0.1029 -0.1010 0.1510
H -3.442497 0.211539 5.116215 0.1811 -0.4594 -0.2324
H 5.789643 2.873859 3.147725 -0.2978 0.0249 0.3413
H 0.784563 -0.967651 0.732725 0.0599 0.2962 -0.0933
O -2.192747 -8.177581 -1.340525 0.2673 -0.5591 1.4109
O -1.853827 0.571609 -0.468315 -1.3551 -0.5593 -1.1186
H 0.073973 -4.349871 -3.135815 0.1272 0.4129 0.5475
O 0.820363 -9.100161 3.391935 1.2954 1.7394 -0.6891
N 1.384553 -6.455991 2.209295 1.4549 -0.0182 -0.7618
H 3.452493 -1.932851 -4.222495 0.3451 -0.1246 0.5031
H 3.568773 6.651659 -2.258605 0.5051 -0.3265 -0.3052
C 5.855413 1.540859 -4.458145 -0.1596 -0.9700 0.7242
C 1.676413 6.554299 -1.511835 -1.1424 -0.0261 -1.9111
H -9.488047 -5.631711 -0.975695 0.4929 0.1021 -0.5507
H -4.963967 -2.678401 -1.749685 0.2728 0.8919 -0.4038
H 6.052423 0.168139 -0.241635 0.2588 0.2439 -0.0791
H 1.891883 3.046799 -1.601615 0.0922 -0.2303 0.5306
H -7.669777 2.769119 -4.373005 -0.6672 0.4776 -0.0592
H 5.443263 6.162179 -0.294185 0.5682 0.1920 -0.4890
H -0.987207 -9.915491 2.853745 -0.5841 0.4392 0.3567
H 6.311353 2.081619 -5.287475 0.1594 -0.3428 -0.1901
H 1.472633 -0.066791 -1.542115 0.4665 -0.1222 -0.6897
H -1.075007 -2.281291 4.742565 -0.3189 -0.8654 0.2949
C -5.165847 2.023239 1.377455 -0.2073 0.9246 0.3709
H -3.590737 -4.008161 -3.411615 0.7156 -0.4228 -0.4276
H -3.629867 -7.103151 -0.474205 -0.5199 -0.1534 0.4935
H -0.532437 2.885949 -2.324775 0.2506 0.0089 0.2264
H 0.643793 4.820409 -0.995705 -0.3031 -0.1456 -0.0359
N 7.831583 3.254159 3.197265 -0.7543 0.0347 0.9550
C -6.825387 0.361009 0.769545 0.6138 0.5045 -0.2634
H 7.406813 4.013459 7.663185 -0.1444 0.1208 0.4442
O 6.798143 0.665409 1.706415 -0.9491 -0.4242 -1.2115
C 7.328863 2.943689 7.469235 -0.6160 0.6846 -1.1735